Molecular formula: C21H22IrN3S3
Method: DFT, ωB97M-V with the def2-TZVPD basis set

Cartesian coordinates (Å):
Ir -0.234322 0.792957 -0.446945
S 0.219667 2.796911 -1.569550
S -0.872074 -0.208261 -2.352304
S 0.305230 2.012597 1.512635
N -0.615133 -0.862247 0.977171
N 1.626339 -0.258260 -0.705804
N -1.911836 2.001292 -0.532926
C -2.286469 4.150352 -1.498422
C -0.336184 -1.547605 3.338233
C 0.639363 -1.727048 -4.031490
C -2.023127 -1.326947 0.919068
C 1.808279 -2.355655 -4.409794
C -1.457335 3.076023 -1.204399
C 0.213869 0.721168 2.701447
C 2.758546 0.702214 -0.566667
C 0.494782 -0.018429 4.985060
C 2.922710 -2.295090 -3.580863
C 2.869899 -1.606471 -2.376820
C -3.189740 1.925924 -0.144731
C -0.250315 -0.549643 2.374099
C 0.589726 0.970000 4.024236
C 0.583321 -1.025299 -2.823023
C 1.703962 -0.961725 -1.997509
C -3.602478 4.076315 -1.090721
C -4.067376 2.951536 -0.410216
C 0.312573 -1.916988 0.487056
C 1.678335 -1.280313 0.381727
C 0.030373 -1.285303 4.645897
H -2.163090 -2.221039 1.526399
H -1.898414 5.006772 -2.030334
H 1.855121 -2.893002 -5.346670
H 2.619572 1.257968 0.357831
H 0.959566 1.953371 4.284394
H 0.323928 -2.775908 1.159705
H -0.040707 -2.064707 5.391567
H -2.657884 -0.540681 1.315076
H -5.095215 2.876141 -0.088373
H 3.840943 -2.787603 -3.870120
H 3.714674 0.179526 -0.544694
H 2.457924 -2.016421 0.182778
H 2.743942 1.388520 -1.410065
H -0.692517 -2.538408 3.084037
H -4.277155 4.894944 -1.302788
H -0.239921 -1.763103 -4.661260
H 1.919307 -0.757855 1.308689
H -3.490256 1.036119 0.384872
H -2.292336 -1.545357 -0.112464
H 3.748406 -1.580383 -1.746583
H 0.791034 0.195614 6.003166
H -0.037501 -2.256512 -0.489610

Forces on the atoms, in the same order (eV/Å):
-0.096 -0.073 0.170
0.052 0.249 -0.130
-0.058 -0.152 -0.096
0.279 -0.175 -0.004
-0.166 0.062 -0.191
0.024 0.203 0.138
-0.086 -0.119 0.029
0.001 0.009 0.006
-0.046 0.006 0.112
-0.005 -0.009 -0.022
0.089 -0.075 -0.017
0.001 -0.008 -0.003
-0.006 -0.091 0.060
-0.202 -0.086 -0.160
0.091 -0.052 0.017
0.018 0.003 -0.039
-0.014 0.005 0.002
0.007 0.016 -0.035
0.036 0.113 0.013
-0.025 0.267 0.102
-0.005 -0.032 0.066
-0.044 0.056 0.028
0.067 0.013 -0.009
0.001 0.029 -0.014
-0.009 -0.027 0.018
0.092 -0.033 -0.032
0.026 -0.064 0.019
0.006 0.019 -0.024
0.001 -0.026 -0.016
0.010 -0.007 -0.005
0.002 0.000 0.000
0.003 -0.005 -0.030
-0.011 0.003 0.004
0.006 0.051 0.035
-0.001 0.007 0.006
-0.008 -0.016 0.041
0.002 -0.001 0.004
0.000 0.000 -0.002
-0.010 -0.020 0.007
-0.013 0.010 -0.031
-0.006 -0.012 -0.010
0.005 0.016 -0.007
-0.003 -0.001 0.001
-0.001 0.005 0.002
0.024 -0.046 -0.033
-0.033 -0.001 -0.003
0.005 0.016 -0.006
-0.002 0.005 0.005
-0.005 0.000 0.002
0.008 -0.032 0.031

Summary:
energy above the lowest of the compared OMol25 structures with the same formula, charge and spin: 0.00 kcal per mole
highest occupied orbital energy (spin up / spin down): -10.42 / -10.39 eV
multiplicity: 2
net charge: +1
Kohn-Sham gap (spin up / spin down): 8.042 / 4.825 eV

Molecular formula: C25H66F6N6Na3O9P
Method: DFT, ωB97M-V with the def2-TZVPD basis set

Cartesian coordinates (Å):
P -0.455748 -1.378062 0.302388
Na -1.518792 -1.315443 3.763277
Na 3.264868 -3.563441 -0.913227
Na 2.031560 -2.205210 2.199417
F -1.299476 -2.205152 -0.755761
F -0.555284 -2.533768 1.406107
F -1.771867 -0.673886 0.882790
F 0.491248 -0.552359 1.388656
F 0.954623 -2.051205 -0.216010
F -0.241935 -0.184008 -0.731520
O 0.311748 -2.977757 4.034505
O 1.387444 -4.721888 5.018886
O -1.802415 -6.273187 -3.509631
O 3.492826 3.136846 1.691828
O -1.253310 3.885251 -2.401507
O -0.272591 2.686531 4.814414
O 2.419999 -2.823539 4.763009
O -4.680647 -3.808859 -1.658146
O 5.652453 1.881258 -2.214137
N -3.444504 -3.303860 1.026153
N -0.340752 6.522655 -1.779692
N 3.957979 1.482773 4.095365
N -1.908128 1.081503 3.155007
N 0.069981 -5.058600 -0.584335
N 3.509645 -1.169225 -1.903256
C 3.513573 3.815533 4.464176
C -1.512490 -6.019890 -2.173804
C 2.989316 0.946660 -3.023059
C -1.459620 4.962489 -3.296578
C -1.215849 2.618010 -2.987394
C 2.991177 3.456644 0.406178
C -1.085909 2.237070 2.639729
C -1.972098 7.398309 -3.391690
C -1.655400 2.783558 1.361034
C -0.109744 3.592497 5.879446
C -4.619096 -4.173304 0.726835
C 2.472857 2.609869 2.502704
C 1.290339 -3.490898 4.714180
C -5.418887 -3.686195 -0.458352
C -0.925184 3.271662 3.723858
C -1.950793 -5.121936 -4.320736
C 5.079076 0.745595 -1.622217
C 2.902221 2.504345 3.946687
C 4.111727 0.029189 -2.545883
C 0.918081 -6.775859 -2.188464
C -5.512776 -4.279962 1.944469
C 6.554620 1.603702 -3.262681
C -1.631928 6.212528 -2.488481
C -0.045305 -5.634249 -1.931214
C -5.039996 -4.916536 -2.430046
H 3.572183 3.710134 5.546999
H 2.172396 0.408682 -3.512999
H 4.488719 3.918402 4.000647
H 4.591395 -0.213205 -3.500991
H 7.141202 2.507462 -3.419517
H 4.168840 1.267312 5.062273
H -4.960616 -4.522211 2.858255
H 0.538036 3.172818 6.639389
H 2.109399 1.639176 2.131835
H -1.895941 3.672287 4.061269
H -2.481909 -5.450702 -5.209567
H -2.578364 3.356039 1.528094
H -1.826799 2.020494 0.603169
H -0.344375 2.505239 -3.646194
H 1.609606 3.301214 2.526963
H 3.736491 0.581208 3.688456
H 0.022142 5.610759 -1.492062
H -2.129603 -5.206108 -1.755289
H -3.025606 -3.125016 0.112215
H 2.548622 1.521437 -2.199995
H -2.550839 0.875925 2.391970
H -2.519933 1.373256 3.915814
H -6.368392 -4.239773 -0.497101
H 1.934011 -6.440000 -1.947797
H -1.132914 7.590560 -4.062373
H -2.196157 8.305635 -2.837231
H -0.963710 -4.737854 -4.597597
H 3.295432 1.667549 -3.782618
H 4.055956 -1.331004 -1.053303
H 0.861129 -7.039044 -3.242578
H -5.716247 -2.632345 -0.381752
H 0.306785 4.536689 5.497798
H -4.312613 -5.185565 0.446223
H -4.309449 -5.049440 -3.229117
H -1.050740 3.560266 0.876829
H 2.046636 2.202926 4.556901
H 3.825387 3.604779 -0.282804
H 5.854851 0.081508 -1.213710
H -2.309644 4.779689 -3.960341
H 0.122495 -4.816274 -2.653161
H -1.087819 3.864765 6.301979
H 0.683943 -7.640903 -1.569721
H -0.336900 4.108647 3.312258
H -0.167108 -4.076688 -0.593045
H 2.876985 4.666179 4.213668
H -2.510940 -4.330784 -3.811909
H -1.763616 -6.866688 -1.527003
H -0.116595 1.759295 2.477337
H -6.026003 -4.763858 -2.887799
H 6.075484 1.359418 -4.215965
H -2.830026 7.133826 -4.018403
H -3.932316 -2.425406 1.223449
H -1.072397 1.901968 -2.173488
H 4.498302 1.122428 -0.775017
H 7.234003 0.794653 -2.969345
H -2.377294 6.138913 -1.691130
H 2.619032 -0.845917 -1.516984
H -2.128784 2.281726 -3.491841
H 1.000797 -5.144571 -0.190357
H -6.174508 -5.147040 1.837573
H 2.437954 4.397414 0.482462
H -6.122588 -3.414587 2.218196
H -0.547422 5.093629 -3.899904
H 2.406132 2.631574 -0.015472
H -0.571386 6.918070 -0.870970
H -5.061580 -5.865174 -1.878888

Forces on the atoms, in the same order (eV/Å):
0.050 0.815 1.299
1.140 -0.749 -0.109
-0.425 0.125 -0.400
-0.852 -0.202 1.800
0.177 -0.269 -0.350
-0.121 -0.113 -0.423
-0.194 0.057 0.070
-0.076 0.221 -0.013
0.887 -0.674 -0.585
0.067 0.134 -0.362
-1.345 1.035 0.012
-1.428 0.892 0.513
-0.402 -0.404 -0.263
0.012 -0.369 -0.416
-0.519 0.175 0.144
0.188 -0.320 0.231
-0.210 1.221 -0.456
0.264 0.141 0.047
-0.107 0.036 -0.068
-1.344 -0.207 -0.699
-0.297 -0.911 0.133
0.425 -0.234 -0.268
-0.743 0.191 -0.293
0.260 -0.307 -0.146
0.076 0.039 0.821
-0.780 -0.631 -0.161
0.209 0.578 1.437
-0.629 0.539 0.110
0.419 -0.298 0.155
0.583 -0.901 0.390
0.580 0.088 0.160
0.072 -1.299 0.730
-0.109 -0.606 -0.385
-0.320 1.202 -0.571
-0.446 0.764 -0.383
0.094 0.317 0.434
-0.505 0.434 0.560
2.746 -1.942 -1.715
-0.617 0.221 -0.192
0.028 0.243 -0.175
0.401 -0.224 0.179
-0.312 0.392 0.202
1.163 -0.714 0.442
-0.508 0.188 -1.376
-0.128 0.513 0.109
-0.207 -0.953 0.942
0.371 0.109 0.091
0.671 1.583 0.794
-0.357 0.881 -0.236
-0.229 -0.504 -0.536
0.311 0.325 0.043
0.137 -0.342 0.214
0.108 0.198 0.152
0.387 -0.701 0.441
0.007 -0.016 0.035
-0.121 0.264 0.074
0.357 0.127 -0.256
0.025 -0.173 -0.011
0.107 0.020 -0.115
-0.060 -0.003 -0.246
-0.010 0.135 -0.108
-0.210 -0.514 0.183
-0.043 -0.129 0.134
-0.180 0.089 -0.219
0.078 -0.110 -0.334
-0.361 0.130 -0.060
0.187 0.115 -0.216
0.010 0.084 -0.333
0.280 -0.044 0.286
0.042 -0.092 0.006
0.026 -0.245 0.120
0.202 0.325 -0.003
0.131 -0.125 -0.246
0.081 -0.201 -0.134
0.038 0.079 0.083
0.028 -0.015 0.098
-0.114 0.153 -0.159
0.417 0.012 0.226
0.221 0.233 -0.014
0.114 -0.203 0.026
0.238 0.012 0.266
0.251 -0.123 0.162
0.443 0.055 0.229
-0.106 0.147 0.105
0.499 -0.342 0.188
-0.279 0.336 -0.297
0.137 0.102 0.226
0.033 -0.146 -0.204
-0.080 -0.030 0.055
0.353 -0.303 -0.176
0.085 -0.197 0.175
0.002 -0.036 0.014
-0.059 0.032 0.165
-0.241 -0.099 0.136
0.051 0.084 0.080
0.043 -0.023 -0.004
0.042 -0.334 -0.456
0.084 0.441 -0.217
0.010 -0.067 0.031
-0.156 -0.107 0.114
-0.081 0.214 0.092
0.501 0.173 0.159
0.058 0.097 0.012
0.069 -0.006 0.121
0.005 -0.018 -0.134
-0.453 -0.537 -0.458
-0.083 -0.202 -0.179
-0.074 0.534 -0.199
-0.115 -0.300 0.111
-0.212 0.278 -0.153
-0.370 -0.162 -0.302
0.063 0.193 -0.505
-0.157 -0.016 -0.196
-0.369 0.145 0.146
-0.005 0.384 -0.213
0.006 0.142 0.220

Summary:
highest occupied orbital energy: -4.94 eV
multiplicity: 1
net charge: 0
Kohn-Sham gap: 2.843 eV

Summary of molar mass in g mol⁻¹
604.85, 808.77
(order as listed above)
Summary of electronic energy in eV
-61945.7460, -93210.2184
(order as listed above)